1.
Below is a 3-piece molecular cluster, C4H16NO2 overall, with properties calculated with ωB97M-V/def2-TZVPD.

Values from the calculation:
LUMO level in eV: -3.24
Total charge: +1
Strongest force on any atom in eV/Å: 2.646
HOMO-LUMO gap in eV: 12.3
ΔE to the lowest compared entry with this formula, charge and spin in kJ/mol: 85.7
E_HOMO in eV: -15.5
M in g/mol: 110.18
Electronic energy in Ha: -366.996840

Geometry as XYZ:
```
23
Properties=species:S:1:pos:R:3:forces:R:3:nbo_charge:R:1
C -0.784 1.150 1.345 0.7656 -0.8025 0.7274 -0.629
C -0.502 0.801 -0.108 0.3986 2.5698 0.4888 -0.072
C 0.431 1.827 -0.745 1.2952 0.0208 -0.1329 -0.423
C 0.668 1.701 -2.258 0.3742 -0.8627 0.4758 -0.634
N 0.063 -0.546 -0.313 -1.5442 -1.3625 -0.5796 -0.704
H -1.164 2.158 1.429 -0.4390 0.0950 -0.1939 0.253
H 0.110 1.161 1.977 0.2602 -0.0983 -0.3141 0.223
H -1.445 0.437 1.839 -0.3406 0.1446 -0.1892 0.224
H -1.431 1.015 -0.630 -0.3127 -1.2845 -0.4048 0.230
H 0.086 2.824 -0.527 -0.7431 0.2797 -0.0421 0.239
H 1.411 1.877 -0.253 -0.0012 -0.5400 0.1279 0.218
H -0.256 1.612 -2.822 -0.0167 0.1782 -0.1528 0.218
H 1.242 2.555 -2.549 -0.0406 0.7667 -0.4477 0.251
H 1.362 0.889 -2.563 -0.5368 -0.0278 0.3655 0.200
H -0.647 -1.310 -0.255 -0.0449 0.3120 -0.3156 0.469
H 0.477 -0.615 -1.248 0.2430 0.0205 0.2594 0.443
H 0.679 -0.915 0.406 1.0025 0.7852 0.3716 0.451
H -0.471 -3.753 0.142 -0.4484 -0.4216 -0.1964 0.509
H -2.002 -3.278 0.086 0.8684 -0.2504 0.1486 0.521
O -1.073 -3.007 0.229 -0.4729 0.4700 0.0130 -0.996
H 1.148 -1.789 2.977 -0.3696 -0.1895 -0.0460 0.492
H 0.671 -2.539 1.659 -0.3286 -0.0988 0.8217 0.464
O 1.428 -2.253 2.182 0.4316 0.2962 -0.7844 -0.945
```
Forces are in eV/Å.

=====

2.
Below is one molecule with the formula C4H3N3O, with properties calculated with ωB97M-V/def2-TZVPD.

Values from the calculation:
LUMO level in eV: -0.51
SMILES: c1[nH]oc2cnnc1-2
Total charge: 0
Strongest force on any atom in eV/Å: 3.765
HOMO-LUMO gap in eV: 8.4
ΔE to the lowest compared entry with this formula, charge and spin in kJ/mol: 380.1
E_HOMO in eV: -8.9
M in g/mol: 109.09
Electronic energy in Ha: -393.574631

Geometry as XYZ:
```
11
Properties=species:S:1:pos:R:3:forces:R:3:nbo_charge:R:1
C 1.034 1.123 -0.120 0.4499 -0.4494 0.8862 0.060
N 1.821 -0.008 -0.150 2.8055 -1.1022 2.2420 -0.259
O 1.008 -1.183 -0.089 0.3337 0.2934 0.2295 -0.277
C -0.254 -0.713 -0.036 -0.2989 -1.4670 -0.9682 0.236
C -1.562 -1.095 -0.156 -0.2989 0.5648 1.6964 -0.225
N -2.306 0.123 -0.005 0.7826 -0.3077 -0.9986 -0.138
N -1.549 1.171 -0.075 0.4349 -0.8264 0.4871 -0.224
C -0.231 0.664 -0.074 -1.8659 3.2566 -0.2954 -0.054
H 1.542 2.100 -0.024 -0.6070 -0.7435 -0.3023 0.254
H 2.564 -0.148 0.676 -1.9383 0.6054 -2.5395 0.403
H -2.066 -2.032 0.056 0.2025 0.1761 -0.4372 0.224
```
Forces are in eV/Å.

=====

3.
Below is an isolated ion of composition C8H8FO3S and charge -1, with properties calculated with ωB97M-V/def2-TZVPD.

Values from the calculation:
LUMO level in eV: 3.48
Total charge: -1
Strongest force on any atom in eV/Å: 5.224
HOMO-LUMO gap in eV: 7.6
ΔE to the lowest compared entry with this formula, charge and spin in kJ/mol: 12.1
E_HOMO in eV: -4.1
M in g/mol: 203.21
Electronic energy in Ha: -1033.438042

Geometry as XYZ:
```
21
Properties=species:S:1:pos:R:3:forces:R:3:nbo_charge:R:1
C -1.817 -1.997 -0.607 0.6407 0.9690 -1.7608 -0.220
C -1.617 -1.567 0.667 -1.3235 -1.2432 0.5179 -0.212
C -1.296 -1.260 -1.671 -1.2620 -0.6888 0.1413 -0.221
C -0.789 -0.525 0.866 1.0662 1.8170 -0.8514 -0.195
C -0.468 -0.194 -1.422 1.1557 0.0233 -2.6145 -0.188
C -0.102 0.175 -0.147 -1.2836 -0.0702 1.0319 -0.053
C 0.269 2.272 1.224 -1.9385 2.2257 1.7534 -0.657
C 0.776 1.406 0.175 2.7131 -4.2416 -1.3933 0.571
O 2.370 -1.723 0.616 0.1240 0.1935 0.5201 -1.008
O 3.972 -0.328 -0.624 0.3135 -0.0907 0.2825 -1.008
O 2.145 0.945 0.584 -3.2453 1.1123 -1.2282 -0.764
F 0.751 2.028 -1.146 0.8615 0.6195 1.6809 -0.407
S 2.573 -0.639 -0.342 0.0888 0.1809 -0.9717 1.685
H -2.362 -2.841 -0.845 -1.4123 -1.5702 -0.1876 0.190
H -2.263 -1.991 1.454 0.8270 0.1593 -0.1277 0.198
H -1.685 -1.419 -2.702 0.7492 -0.2511 0.8031 0.197
H -0.791 -0.101 1.806 0.4778 0.5587 2.1128 0.192
H -0.042 0.154 -2.400 -0.1651 0.6061 1.5588 0.225
H 1.108 2.841 1.652 -0.2884 -0.1758 -0.1106 0.238
H -0.449 3.026 0.748 0.7262 -1.0140 0.7799 0.215
H -0.281 1.738 2.111 1.1749 0.8805 -1.9367 0.221
```
Forces are in eV/Å.

=====

4.
Below is a 2-piece molecular cluster, CHIS2 overall, with properties calculated with ωB97M-V/def2-TZVPD.

Values from the calculation:
LUMO level in eV: -0.17
Total charge: 0
Strongest force on any atom in eV/Å: 0.788
HOMO-LUMO gap in eV: 9.6
ΔE to the lowest compared entry with this formula, charge and spin in kJ/mol: 5.8
E_HOMO in eV: -9.8
M in g/mol: 204.06
Electronic energy in Ha: -1132.759445

Geometry as XYZ:
```
5
Properties=species:S:1:pos:R:3:forces:R:3:nbo_charge:R:1
C -1.271 -1.009 1.384 -0.3881 -0.3093 -0.3045 -0.368
S -2.333 0.021 1.849 0.3248 0.0169 0.0832 0.191
S -0.337 -2.122 0.834 0.0703 0.2994 0.2138 0.177
I 1.894 2.121 -2.626 0.0699 -0.5415 0.5678 -0.105
H 2.047 0.989 -1.441 -0.0769 0.5345 -0.5603 0.105
```
Forces are in eV/Å.

=====

5.
Below is a 2-piece molecular cluster, C2H9N3 overall, with properties calculated with ωB97M-V/def2-TZVPD.

Values from the calculation:
LUMO level in eV: 0.85
SMILES: [H]/N=N/CC.N
Total charge: 0
Strongest force on any atom in eV/Å: 2.848
HOMO-LUMO gap in eV: 10.1
ΔE to the lowest compared entry with this formula, charge and spin in kJ/mol: 219.1
E_HOMO in eV: -9.2
M in g/mol: 75.11
Electronic energy in Ha: -245.788230

Geometry as XYZ:
```
14
Properties=species:S:1:pos:R:3:forces:R:3:nbo_charge:R:1
H -0.939 -1.951 0.754 -1.1198 -0.0242 0.1120 0.328
N -0.098 -1.644 0.304 1.1809 2.3655 -1.0588 -0.349
N -0.262 -0.467 -0.119 -0.3919 -1.7475 0.5200 -0.148
C 0.961 0.211 -0.644 -0.5460 0.8245 1.1476 -0.279
C 2.172 -0.675 -0.455 0.1891 -0.7850 -0.0693 -0.651
H 0.892 1.157 0.066 0.6102 -1.4547 -1.8706 0.212
H 0.819 0.461 -1.745 -0.1317 0.0354 1.5264 0.223
H 3.095 -0.260 -0.926 -0.7757 -0.3684 0.3991 0.218
H 2.340 -0.913 0.641 -0.0887 0.2626 -1.4024 0.224
H 1.825 -1.628 -0.972 1.1363 0.9072 0.6839 0.229
N -1.824 1.274 2.222 1.1596 -0.4758 -2.3373 -1.094
H -2.755 1.547 1.850 1.0659 0.3908 0.6799 0.362
H -1.200 2.065 2.462 -1.2281 -0.1612 -0.0063 0.358
H -1.329 0.922 1.332 -1.0600 0.2310 1.6758 0.366
```
Forces are in eV/Å.

=====

6.
Below is one molecule with the formula C4H5N3O2, with properties calculated with ωB97M-V/def2-TZVPD.

Values from the calculation:
LUMO level in eV: 0.42
SMILES: Cc1nc(=O)[nH]c(=O)[nH]1
Total charge: 0
Strongest force on any atom in eV/Å: 2.951
HOMO-LUMO gap in eV: 10.8
ΔE to the lowest compared entry with this formula, charge and spin in kJ/mol: 0.0
E_HOMO in eV: -10.4
M in g/mol: 127.10
Electronic energy in Ha: -470.239717

Geometry as XYZ:
```
14
Properties=species:S:1:pos:R:3:forces:R:3:nbo_charge:R:1
C 0.033 -0.050 -2.200 -0.0901 0.1602 -1.2125 -0.676
C 0.073 0.116 -0.734 0.4395 1.2894 2.1693 0.502
N 0.444 1.274 -0.212 -0.4443 -1.7503 -0.7812 -0.544
C 0.463 1.423 1.180 -0.3515 0.1091 -0.2356 0.767
O 0.759 2.456 1.734 -0.0829 -0.7637 -0.1775 -0.565
N 0.059 0.290 1.920 -0.2343 -0.4348 0.6019 -0.668
C -0.358 -0.950 1.445 1.1270 2.2309 -1.5684 0.800
O -0.670 -1.876 2.108 -0.5770 -1.3002 0.9461 -0.576
N -0.312 -0.972 0.037 0.0696 0.2667 -0.3229 -0.634
H -0.696 0.664 -2.631 0.4653 -0.2789 0.2749 0.260
H -0.277 -1.049 -2.508 0.0016 -0.0114 0.1409 0.216
H 1.015 0.148 -2.669 -0.4750 0.0568 0.4317 0.260
H 0.029 0.378 2.936 0.0997 0.1142 -0.4426 0.432
H -0.562 -1.851 -0.406 0.0523 0.3118 0.1759 0.426
```
Forces are in eV/Å.

=====

7.
Below is a 2-piece molecular cluster, C7H13N3O overall, with properties calculated with ωB97M-V/def2-TZVPD.

Values from the calculation:
LUMO level in eV: 0.24
SMILES: CNC[C@H](C#N)CC#N.CO
Total charge: 0
Strongest force on any atom in eV/Å: 12.614
HOMO-LUMO gap in eV: 9.9
ΔE to the lowest compared entry with this formula, charge and spin in kJ/mol: 721.9
E_HOMO in eV: -9.7
M in g/mol: 155.20
Electronic energy in Ha: -513.787922

Geometry as XYZ:
```
24
Properties=species:S:1:pos:R:3:forces:R:3:nbo_charge:R:1
C 1.467 1.080 -0.079 0.0618 1.1360 0.8012 -0.453
N 1.020 -0.230 -0.689 0.1765 1.0885 -0.9822 -0.633
C -0.324 -0.133 -1.379 -0.1724 -0.9910 -0.7341 -0.229
C -1.577 0.283 -0.407 -0.4613 0.0612 0.6383 -0.306
C -2.429 -1.058 0.034 -3.5651 -7.1341 3.6584 0.255
N -3.009 -2.136 0.514 5.4579 10.2526 -4.6751 -0.318
C -2.548 1.438 -1.128 0.4736 0.7237 0.4388 -0.465
C -1.983 2.902 -0.551 1.7743 6.7400 5.3610 0.240
N -1.622 3.968 0.134 -3.3401 -10.1603 -6.6868 -0.317
H 0.905 1.334 0.938 1.1021 -0.7765 -2.2054 0.211
H 2.624 1.068 0.211 -2.6136 -0.1564 -0.8722 0.227
H 1.236 1.961 -0.816 0.6345 -1.3040 1.3242 0.178
H 1.708 -0.403 -1.482 -1.1975 0.0558 1.3996 0.362
H -0.240 0.582 -2.316 -0.5606 -1.0501 1.8846 0.184
H -0.558 -1.228 -1.793 0.4777 2.4730 0.8068 0.233
H -1.220 0.796 0.609 -0.6833 -1.4935 -2.2338 0.292
H -3.685 1.293 -0.843 2.4765 0.5818 -0.3833 0.279
H -2.457 1.443 -2.299 -0.0571 -0.0211 2.4198 0.261
C 2.322 -2.224 1.589 -0.2245 -0.2968 0.0285 -0.243
O 1.865 -1.486 2.707 -0.3718 0.0207 0.4467 -0.727
H 3.098 -1.651 1.077 -0.1556 -0.0186 0.1348 0.174
H 2.739 -3.177 1.926 0.1351 -0.0760 -0.1893 0.156
H 1.490 -2.401 0.903 0.2396 -0.0467 -0.1657 0.176
H 1.178 -2.019 3.141 0.3931 0.3919 -0.2147 0.464
```
Forces are in eV/Å.

=====

8.
Below is C5H7NO as an isolated structure, with properties calculated with ωB97M-V/def2-TZVPD.

Values from the calculation:
LUMO level in eV: 0.38
Total charge: 0
Strongest force on any atom in eV/Å: 6.245
HOMO-LUMO gap in eV: 9.1
ΔE to the lowest compared entry with this formula, charge and spin in kJ/mol: 330.8
E_HOMO in eV: -8.7
M in g/mol: 97.12
Electronic energy in Ha: -324.598460

Geometry as XYZ:
```
14
Properties=species:S:1:pos:R:3:forces:R:3:nbo_charge:R:1
C -0.709 -1.860 -0.246 0.4844 -0.4649 -1.0565 -0.693
C -0.125 1.910 0.968 -0.3029 -0.1343 -0.2870 -0.628
C -0.756 -0.364 -0.344 -4.7328 2.4928 3.2224 0.489
C 0.163 0.598 0.325 2.4077 -1.7721 -2.0418 -0.156
N 2.274 -0.175 -0.748 -0.7072 -1.1678 -0.6772 -0.628
C 1.117 0.181 -0.506 2.8102 2.1377 2.3986 0.397
O -1.811 0.293 -0.480 -0.0488 -2.0425 -1.5031 -0.581
H 2.498 -0.523 -1.673 0.1279 0.4673 -0.3202 0.372
H 0.133 -2.268 -0.805 0.2017 -0.0589 0.2030 0.228
H -1.589 -2.318 -0.695 -0.1771 0.3414 0.1323 0.244
H -0.616 -2.168 0.796 0.0098 0.1838 -0.0274 0.246
H 0.524 2.022 1.838 -0.0189 -0.0759 -0.0320 0.230
H 0.068 2.751 0.303 -0.1108 -0.0218 -0.0167 0.232
H -1.172 1.921 1.267 0.0569 0.1154 0.0056 0.247
```
Forces are in eV/Å.

=====

Q: The lowest ΔE to the lowest compared entry with this formula, charge and spin belongs to which entry?
A: C4H5N3O2

=====

Q: Look up the ΔE to the lowest compared entry with this formula, charge and spin of the fourth one.
A: 5.8 kJ/mol

=====

Q: Look up the E_HOMO of the seventh one.
A: -9.7 eV

=====

Q: Look up the M of the first one.
A: 110.18 g/mol